1.
This record from OMol25 describes 5 unconnected molecules or ions with the total composition C37H45ClF33N2O8PS2 at a distorted geometry. The level of theory is ωB97M-V/def2-TZVPD.

## Properties
**Calculated total energy**: -191610.473 eV
**SMILES string**: CCCCN(CCCCC(=O)O[C@](CCF)(OC#N)P(O)Cl)C(=S)SCCC.FC(F)C(F)(F)COC(F)(F)C(F)F.FC(F)C(F)(F)COC(F)(F)C(F)F.FC(F)C(F)(F)COC(F)(F)C(F)F.FC(F)C(F)(F)COC(F)(F)C(F)F
**Largest force on an atom**: 5.97 eV Å⁻¹
**M**: 1403.3 u
**Orbital gap**: 8.0 eV
**Charge**: 0
**Lowest unoccupied orbital energy**: -0.4676 eV

Atoms and positions in Å:
C -6.351 -6.931 0.576
C -5.592 -5.514 0.277
C -6.621 -4.296 0.131
C -5.897 -2.836 0.031
N -4.753 -2.823 0.985
C -3.448 -2.453 0.361
C -3.192 -0.884 0.169
C -1.583 -0.711 -0.090
C -0.908 -0.881 1.388
C 0.394 -1.837 1.355
O 0.959 -2.207 0.297
O 0.926 -2.213 2.659
C 0.679 -3.616 2.940
C 2.128 -4.332 2.994
C 2.801 -4.569 1.558
F 3.520 -3.419 1.049
O -0.263 -4.259 2.042
C -1.436 -4.691 2.758
N -2.271 -5.438 3.217
P -0.004 -3.682 4.750
O 0.279 -5.286 5.364
Cl 1.220 -2.382 5.870
C -5.035 -2.110 2.238
S -4.522 -2.868 3.670
S -5.905 -0.492 2.409
C -5.290 0.413 3.906
C -3.819 1.054 3.760
C -2.718 0.266 4.673
H -5.526 -7.668 0.917
H -7.028 -6.772 1.501
H -6.947 -7.312 -0.319
H -4.972 -5.677 -0.690
H -4.828 -5.400 1.124
H -7.205 -4.481 -0.855
H -7.433 -4.318 0.956
H -6.720 -2.070 0.238
H -5.572 -2.733 -1.071
H -2.621 -2.985 0.944
H -3.445 -2.932 -0.694
H -3.708 -0.415 -0.736
H -3.417 -0.239 1.082
H -1.180 -1.463 -0.846
H -1.394 0.360 -0.452
H -0.669 0.141 1.870
H -1.637 -1.394 2.133
H 2.819 -3.598 3.559
H 2.116 -5.348 3.535
H 2.037 -4.981 0.795
H 3.595 -5.400 1.684
H -0.545 -5.459 5.893
H -5.270 -0.262 4.835
H -6.022 1.279 4.136
H -3.883 2.111 4.233
H -3.468 1.211 2.684
H -1.683 0.235 4.184
H -2.612 0.777 5.705
H -3.022 -0.819 4.888
F -0.116 1.585 -3.884
C 0.644 0.845 -3.055
F -0.196 -0.026 -2.441
C 1.384 1.689 -2.013
F 0.520 2.275 -1.147
F 2.139 0.837 -1.260
C 2.346 2.765 -2.558
O 1.848 4.111 -2.667
C 1.081 4.409 -3.822
F 1.254 3.429 -4.730
F 1.644 5.510 -4.362
C -0.394 4.687 -3.503
F -0.972 3.675 -2.820
F -1.105 4.838 -4.650
H 1.344 0.264 -3.660
H 3.155 2.846 -1.825
H 2.840 2.445 -3.481
H -0.502 5.600 -2.913
F 3.148 7.989 1.650
C 4.056 8.966 1.470
F 3.355 10.120 1.335
C 4.943 8.738 0.243
F 4.228 8.812 -0.905
F 5.838 9.770 0.188
C 5.772 7.436 0.227
O 5.233 6.310 -0.487
C 4.275 5.511 0.183
F 4.299 5.804 1.498
F 4.721 4.239 0.082
C 2.876 5.613 -0.438
F 2.436 6.889 -0.509
F 1.971 4.932 0.312
H 4.657 9.046 2.380
H 6.692 7.671 -0.317
H 6.110 7.150 1.228
H 2.864 5.194 -1.447
F -3.446 7.765 -9.536
C -3.417 7.667 -8.195
F -3.725 8.898 -7.714
C -2.056 7.213 -7.658
F -1.098 8.144 -7.887
F -2.164 7.118 -6.299
C -1.547 5.844 -8.156
O -0.633 5.835 -9.266
C -1.184 5.930 -10.567
F -2.509 5.694 -10.504
F -0.661 4.899 -11.264
C -0.835 7.251 -11.267
F -1.195 8.330 -10.539
F -1.489 7.344 -12.453
H -4.210 6.981 -7.885
H -0.961 5.423 -7.334
H -2.364 5.129 -8.305
H 0.238 7.317 -11.463
F 5.688 -9.075 7.097
C 4.429 -9.505 7.302
F 4.521 -10.824 7.607
C 3.523 -9.303 6.084
F 3.913 -10.079 5.045
F 2.275 -9.743 6.427
C 3.356 -7.852 5.585
O 4.198 -7.431 4.498
C 5.508 -7.019 4.848
F 5.567 -6.817 6.178
F 5.671 -5.802 4.286
C 6.591 -7.975 4.330
F 6.391 -9.247 4.734
F 7.810 -7.604 4.798
H 4.030 -8.987 8.179
H 2.345 -7.788 5.173
H 3.365 -7.127 6.405
H 6.629 -7.967 3.238

Forces on atoms 1 to 6 (eV/Å):
C 0.7334 0.9048 0.8396
C -0.1364 -1.1421 -0.0521
C -0.1299 -0.3181 -0.5842
C -1.4160 -1.5292 -0.7568
N -1.1639 2.4671 0.1630
C 0.1487 0.1500 -0.8788

2.
This record from OMol25 describes a single C6H10 molecule. The level of theory is ωB97M-V/def2-TZVPD.

## Properties
**Calculated total energy**: -6383.540 eV
**SMILES string**: CC1CC=CC1
**Energy relative to the best compared isomer or geometry (same formula, charge and spin)**: 7.36 kcal/mol
**Largest force on an atom**: 0.34 eV Å⁻¹
**M**: 82.1 u
**Orbital gap**: 10.3 eV
**Charge**: 0
**Lowest unoccupied orbital energy**: 1.2074 eV

Atoms and positions in Å:
C -1.000 1.294 -0.550
C 0.113 0.754 0.366
C 1.216 0.124 -0.538
C 0.830 -1.329 -0.556
C -0.116 -1.612 0.336
C -0.429 -0.424 1.209
H -1.373 2.270 -0.232
H -1.842 0.597 -0.586
H -0.641 1.409 -1.578
H 0.487 1.553 1.017
H 1.154 0.569 -1.538
H 2.256 0.278 -0.221
H 1.309 -2.057 -1.203
H -0.570 -2.591 0.457
H -1.492 -0.298 1.451
H 0.099 -0.537 2.167

Forces on atoms 1 to 6 (eV/Å):
C -0.1513 0.1205 -0.1200
C 0.1262 0.0205 -0.0929
C 0.0101 0.1415 0.0175
C -0.0570 -0.1457 0.0926
C 0.1584 -0.1107 -0.1101
C -0.0027 0.0227 0.0489

3.
This record from OMol25 describes a molecular structure, C20H25ClInN5OS2. The level of theory is ωB97M-V/def2-TZVPD.

## Properties
**Calculated total energy**: -70011.093 eV
**Energy relative to the best compared isomer or geometry (same formula, charge and spin)**: 23.57 kcal/mol
**Largest force on an atom**: 0.34 eV Å⁻¹
**M**: 565.9 u
**Orbital gap**: 7.9 eV
**Charge**: 0
**Lowest unoccupied orbital energy**: 0.3066 eV

Atoms and positions in Å:
In 0.131 0.247 0.241
N -3.954 -1.164 -0.919
C -2.842 -0.474 -0.524
S -1.639 -1.454 0.316
N -2.793 0.779 -0.838
N -1.639 1.419 -0.418
C -1.651 2.700 -0.491
C -0.627 3.577 0.041
C -0.668 4.925 -0.356
C 0.206 5.857 0.149
C 1.139 5.443 1.108
C 1.186 4.137 1.536
C 0.319 3.158 1.011
O 0.415 1.926 1.458
H -4.144 -2.042 -0.470
H -4.741 -0.606 -1.208
H -2.532 3.156 -0.941
H -1.414 5.222 -1.086
H 0.164 6.887 -0.176
H 1.837 6.162 1.522
H 1.899 3.815 2.284
Cl 3.116 2.129 -2.068
C 2.959 0.454 -2.530
C 3.269 0.104 -3.836
C 3.103 -1.204 -4.258
C 2.614 -2.151 -3.366
C 2.318 -1.787 -2.065
C 2.498 -0.477 -1.602
C 2.201 -0.143 -0.182
H 3.630 0.865 -4.515
H 3.348 -1.477 -5.276
H 2.456 -3.172 -3.691
H 1.926 -2.520 -1.367
H 2.673 0.766 0.181
H 2.415 -0.984 0.474
C 4.052 -3.871 0.555
N 2.920 -4.696 0.164
C 3.183 -5.547 -0.990
C 1.691 -4.517 0.697
S 1.316 -3.197 1.662
N 0.770 -5.498 0.366
C -0.639 -5.181 0.551
C 1.088 -6.848 0.836
H 4.951 -4.487 0.547
H 3.892 -3.467 1.549
H 4.182 -3.042 -0.147
H 3.764 -4.973 -1.714
H 2.251 -5.857 -1.449
H 3.763 -6.430 -0.714
H -0.867 -4.212 0.115
H -0.922 -5.158 1.608
H -1.220 -5.948 0.039
H 2.148 -7.061 0.743
H 0.534 -7.579 0.248
H 0.807 -6.961 1.889

Forces on atoms 1 to 6 (eV/Å):
In -0.2675 0.1306 0.0958
N 0.0863 -0.0126 0.0279
C -0.0757 -0.0556 -0.0765
S -0.0073 -0.0038 0.0697
N 0.2387 -0.0045 0.0613
N 0.0333 -0.0185 -0.2364

4.
This record from OMol25 describes a molecular structure, C4H6LiOTm at a distorted geometry. The level of theory is ωB97M-V/def2-TZVPD.

## Properties
**Calculated total energy**: -35992.814 eV
**Energy relative to the best compared isomer or geometry (same formula, charge and spin)**: 1.96 kcal/mol
**Largest force on an atom**: 5.62 eV Å⁻¹
**M**: 246.0 u
**Orbital gap (alpha / beta)**: 8.6 / 6.5 eV
**Charge**: +3
**Lowest unoccupied orbital energy (alpha / beta)**: -12.4842 / -14.2766 eV
**Expectation value of S²**: 3.77
**2S+1**: 4

Atoms and positions in Å:
C -1.096 1.540 0.303
C -2.048 1.952 -0.559
H -0.992 0.462 0.461
H -0.561 2.258 0.935
H -2.607 1.224 -1.157
H -2.321 3.007 -0.637
Li 0.021 2.036 -1.855
O 1.322 -3.222 0.216
C 2.032 -2.109 0.305
C 1.632 -0.895 0.670
Tm -0.583 -4.125 0.710
H 2.135 0.070 0.686
H 3.067 -2.197 -0.077

Forces on atoms 1 to 6 (eV/Å):
C -0.6076 0.2835 -0.5358
C 0.4473 -0.1927 0.2454
H 0.3049 0.3481 0.0541
H -0.1576 -0.3895 -0.0376
H -0.0276 0.3380 0.2380
H 0.0608 -0.2318 -0.1142

5.
This record from OMol25 describes 6 unconnected molecules or ions with the total composition C11H34O11 at a distorted geometry. The level of theory is ωB97M-V/def2-TZVPD.

## Properties
**Calculated total energy**: -34477.146 eV
**SMILES string**: OCCO.OCCO.OCCO.OCCO.OCCO.CO
**Energy relative to the best compared isomer or geometry (same formula, charge and spin)**: 16.38 kcal/mol
**Largest force on an atom**: 2.37 eV Å⁻¹
**M**: 342.4 u
**Orbital gap**: 10.0 eV
**Charge**: 0
**Lowest unoccupied orbital energy**: 0.1487 eV

Atoms and positions in Å:
O -2.594 -2.212 5.935
C -3.290 -1.784 4.756
C -2.476 -2.200 3.546
O -2.339 -3.632 3.569
H -2.763 -1.667 6.703
H -4.291 -2.210 4.864
H -3.426 -0.696 4.752
H -1.478 -1.798 3.380
H -3.118 -1.949 2.693
H -2.029 -3.780 4.479
O 1.065 -0.583 -1.331
C -0.034 -0.787 -0.404
C 0.542 -1.470 0.815
O 1.254 -0.473 1.589
H 0.629 -0.699 -2.193
H -0.444 0.206 -0.235
H -0.736 -1.505 -0.840
H 1.122 -2.372 0.631
H -0.256 -1.744 1.503
H 1.936 -0.044 1.051
O -1.450 0.347 2.215
C -2.586 1.019 1.693
C -3.420 1.775 2.734
O -2.629 2.508 3.641
H -0.641 0.838 2.036
H -2.258 1.733 0.921
H -3.106 0.254 1.108
H -3.942 1.064 3.386
H -4.205 2.326 2.200
H -1.996 2.995 3.093
O 1.688 5.134 -3.746
C 2.376 4.201 -2.903
C 1.650 2.875 -2.896
O 2.365 1.920 -2.131
H 2.291 5.884 -3.771
H 3.402 4.070 -3.262
H 2.461 4.605 -1.889
H 1.569 2.501 -3.921
H 0.651 2.987 -2.464
H 2.268 1.030 -2.475
O 1.492 -3.052 -2.590
C 0.221 -3.131 -3.232
C 0.177 -2.225 -4.463
O 0.287 -0.825 -4.046
H 1.670 -2.121 -2.386
H 0.181 -4.129 -3.670
H -0.526 -2.958 -2.460
H -0.761 -2.397 -4.997
H 0.982 -2.407 -5.173
H 0.062 -0.270 -4.799
C 4.322 0.512 -0.106
O 3.475 1.593 0.303
H 5.121 0.386 0.617
H 3.686 -0.371 -0.220
H 4.723 0.717 -1.103
H 3.123 2.011 -0.510

Forces on atoms 1 to 6 (eV/Å):
O 0.5914 -0.3049 -0.1844
C 0.5551 1.0314 1.1156
C -1.2283 -1.3033 -0.3782
O 0.0645 0.2955 0.4678
H -0.2033 0.2329 -0.0975
H 0.0181 -0.2939 -0.9303

6.
This record from OMol25 describes a molecular structure, C36H55N4OP2PtSe at a distorted geometry. The level of theory is ωB97M-V/def2-TZVPD.

## Properties
**Calculated total energy**: -133375.359 eV
**Largest force on an atom**: 8.90 eV Å⁻¹
**M**: 895.8 u
**Orbital gap (alpha / beta)**: 6.4 / 5.0 eV
**Charge**: +3
**Lowest unoccupied orbital energy (alpha / beta)**: -7.5658 / -11.4732 eV
**Expectation value of S²**: 6.06
**2S+1**: 5

Atoms and positions in Å:
C -1.123 2.690 0.828
C -2.546 0.982 -0.071
C -2.183 3.580 1.041
C -3.633 1.930 0.048
C -3.458 3.166 0.636
H -1.974 4.555 1.500
H -4.589 1.686 -0.408
H -4.297 3.836 0.768
N -1.312 1.405 0.455
P 1.572 2.150 0.195
P -1.607 -1.643 0.106
C 0.314 3.117 1.160
H 0.471 4.207 1.022
H 0.490 2.889 2.233
C 1.861 -0.950 0.121
O 2.860 -1.466 -0.064
C -2.638 -0.397 -0.450
H -3.527 -0.699 -0.974
C -1.417 -3.141 -1.139
C -2.857 -2.096 1.562
C 1.708 3.146 -1.408
C 3.103 2.416 1.295
C -0.023 -3.214 -1.803
H 0.767 -3.456 -1.076
H -0.036 -4.024 -2.559
H 0.251 -2.293 -2.327
C -1.622 -4.477 -0.410
H -0.880 -4.594 0.390
H -2.631 -4.564 0.007
H -1.477 -5.323 -1.106
C -2.427 -2.969 -2.273
H -2.263 -3.778 -3.026
H -3.468 -3.043 -1.920
H -2.270 -1.995 -2.771
C -2.293 -3.186 2.496
H -1.265 -2.882 2.843
H -2.975 -3.255 3.400
H -2.272 -4.188 1.994
C -3.042 -0.830 2.420
H -2.063 -0.427 2.735
H -3.598 -0.051 1.887
H -3.617 -1.076 3.331
C -4.235 -2.516 0.979
H -4.357 -2.357 -0.102
H -4.459 -3.577 1.181
H -5.023 -1.922 1.478
C 4.321 1.809 0.574
H 5.188 1.823 1.261
H 4.133 0.759 0.290
H 4.602 2.384 -0.323
C 2.940 1.654 2.623
H 2.127 2.046 3.249
H 2.745 0.585 2.446
H 3.875 1.721 3.210
C 3.369 3.895 1.644
H 4.147 3.921 2.437
H 3.762 4.473 0.790
H 2.466 4.397 2.040
C 0.310 3.309 -2.111
H 0.545 3.842 -3.108
H -0.122 2.285 -2.330
H -0.408 3.957 -1.461
C 2.639 2.368 -2.381
H 2.270 1.342 -2.555
H 2.672 2.894 -3.356
H 3.670 2.318 -2.003
C 2.243 4.598 -1.292
H 1.646 5.210 -0.595
H 3.310 4.652 -1.028
H 2.160 5.073 -2.291
Pt 0.302 0.055 0.437
N 0.123 0.103 -1.842
C -0.786 0.028 -2.693
C -1.511 0.163 -3.873
C -0.810 0.154 -5.107
C -2.880 0.510 -3.848
C -1.466 0.498 -6.308
H 0.251 -0.113 -5.147
C -3.557 0.810 -5.045
H -3.372 0.543 -2.878
C -2.859 0.822 -6.290
H -0.932 0.526 -7.290
H -4.638 1.046 -5.036
H -3.401 1.089 -7.247
C 1.396 -3.736 1.462
N 2.290 -3.035 2.377
C 3.478 -3.580 2.845
C 3.930 -2.782 3.834
N 3.001 -1.769 3.999
C 3.042 -0.756 5.037
C 1.988 -1.900 3.092
Se 0.477 -0.793 3.025
H 0.959 -4.617 1.978
H 1.989 -4.070 0.590
H 0.587 -3.036 1.168
H 3.892 -4.490 2.434
H 4.805 -2.826 4.472
H 2.054 -0.278 5.109
H 3.291 -1.241 5.990
H 3.804 -0.002 4.802

Forces on atoms 1 to 6 (eV/Å):
C 0.5466 -0.2535 0.6326
C 0.5193 0.9710 1.5327
C -0.0426 -0.3778 -0.3660
C 0.6036 -1.1762 -1.1510
C 0.6032 0.2950 0.2784
H -0.2562 -0.4589 -0.3695

- The highest largest force on an atom belongs to which entry?
  C36H55N4OP2PtSe